The following is a quantum chemistry calculation of a molecular structure, C48H108F14K2N13O28S14 at a distorted geometry, from OMol25.

Output
**Charge**: +1
**HOMO level**: -8.85 eV

Last column: Löwdin charge in e.
CARTESIAN COORDINATES (ANGSTROEM)
1 K -10.64 -7.01 9.22  0.931
2 K -20.16 -15.77 14.06  0.953
3 C -21.33 -4.12 12.40  -0.095
4 C -21.27 -3.14 13.49  -0.262
5 C -22.52 -2.94 14.39  -0.074
6 N -22.86 -1.45 14.75  -0.266
7 C -21.73 -0.83 15.53  0.045
8 C -24.15 -1.18 15.65  -0.063
9 C -24.65 0.30 15.36  -0.104
10 C -23.81 0.68 14.05  -0.134
11 C -23.07 -0.60 13.47  -0.056
12 H -20.38 -4.26 11.88  0.104
13 H -21.86 -3.58 11.60  0.075
14 H -22.09 -4.89 12.50  0.088
15 H -20.91 -2.17 13.15  0.102
16 H -20.53 -3.43 14.23  0.119
17 H -22.63 -3.46 15.34  0.139
18 H -23.24 -3.27 13.64  0.114
19 H -20.91 -0.95 14.82  0.101
20 H -21.76 -1.44 16.43  0.123
21 H -21.98 0.23 15.58  0.104
22 H -24.20 -1.59 16.65  0.133
23 H -24.90 -1.78 15.12  0.117
24 H -24.34 0.95 16.17  0.108
25 H -25.69 0.45 15.07  0.113
26 H -23.13 1.50 14.27  0.105
27 H -24.53 1.10 13.35  0.109
28 H -22.09 -0.38 13.05  0.126
29 H -23.73 -1.13 12.78  0.132
30 C -20.67 -12.61 7.75  -0.090
31 C -19.33 -11.93 8.10  -0.219
32 C -18.94 -12.15 9.55  -0.130
33 N -17.45 -11.94 9.84  -0.228
34 C -16.47 -12.83 8.91  0.086
35 C -17.24 -12.32 11.34  -0.101
36 C -16.05 -11.52 11.68  -0.163
37 C -16.14 -10.16 10.94  -0.087
38 C -16.94 -10.56 9.59  -0.084
39 H -21.50 -12.19 8.33  0.063
40 H -20.65 -13.65 8.10  0.074
41 H -20.86 -12.55 6.68  0.083
42 H -19.26 -10.89 7.75  0.119
43 H -18.69 -12.42 7.37  0.111
44 H -19.00 -13.21 9.78  0.124
45 H -19.54 -11.65 10.32  0.135
46 H -16.91 -13.83 8.90  0.111
47 H -15.43 -12.89 9.23  0.113
48 H -16.44 -12.35 7.93  0.098
49 H -17.05 -13.39 11.44  0.139
50 H -18.17 -12.05 11.83  0.127
51 H -15.16 -11.86 11.16  0.118
52 H -16.00 -11.49 12.77  0.135
53 H -15.14 -9.88 10.60  0.110
54 H -16.63 -9.32 11.44  0.113
55 H -16.42 -10.48 8.64  0.133
56 H -17.75 -9.83 9.65  0.126
57 C -26.59 -10.54 9.39  -0.070
58 C -25.96 -9.09 9.59  -0.185
59 C -26.71 -7.99 8.76  -0.124
60 N -26.19 -7.79 7.33  -0.220
61 C -24.68 -7.32 7.22  0.068
62 C -27.07 -6.63 6.75  -0.121
63 C -27.58 -6.99 5.37  -0.102
64 C -27.01 -8.43 5.06  -0.115
65 C -26.54 -8.99 6.39  -0.087
66 H -26.35 -11.12 10.28  0.074
67 H -26.24 -10.94 8.44  0.060
68 H -27.68 -10.44 9.37  0.072
69 H -24.90 -9.01 9.38  0.094
70 H -25.96 -8.77 10.63  0.108
71 H -26.49 -7.01 9.18  0.124
72 H -27.77 -8.24 8.67  0.131
73 H -24.73 -6.52 7.95  0.099
74 H -24.44 -6.92 6.24  0.118
75 H -23.97 -8.12 7.42  0.099
76 H -26.43 -5.75 6.83  0.121
77 H -27.79 -6.25 7.48  0.125
78 H -27.26 -6.20 4.69  0.128
79 H -28.66 -7.01 5.47  0.118
80 H -26.20 -8.53 4.34  0.122
81 H -27.77 -9.08 4.62  0.118
82 H -25.67 -9.63 6.28  0.131
83 H -27.30 -9.53 6.96  0.113
84 C -8.73 -6.35 20.28  -0.118
85 C -8.59 -7.83 20.25  -0.233
86 C -9.25 -8.19 18.92  -0.102
87 N -8.80 -9.57 18.31  -0.222
88 C -9.02 -10.78 19.26  0.031
89 C -7.31 -9.52 17.86  -0.096
90 C -7.33 -9.89 16.39  -0.154
91 C -8.72 -9.47 15.84  -0.107
92 C -9.62 -9.86 17.03  -0.095
93 H -8.30 -5.95 21.19  0.083
94 H -9.70 -5.86 20.36  0.098
95 H -8.14 -5.85 19.51  0.091
96 H -9.14 -8.14 21.14  0.118
97 H -7.61 -8.32 20.33  0.116
98 H -8.90 -7.53 18.13  0.129
99 H -10.34 -8.18 18.91  0.137
100 H -8.34 -10.65 20.10  0.095
101 H -8.71 -11.66 18.70  0.105
102 H -10.05 -10.83 19.63  0.111
103 H -6.59 -10.15 18.39  0.135
104 H -6.97 -8.50 17.98  0.129
105 H -7.09 -10.94 16.18  0.123
106 H -6.44 -9.38 16.03  0.128
107 H -8.74 -10.10 14.95  0.125
108 H -8.87 -8.42 15.61  0.124
109 H -9.81 -10.93 17.04  0.119
110 H -10.63 -9.45 17.08  0.132
111 C -20.37 -15.86 -4.92  -0.064
112 C -21.47 -16.29 -3.89  -0.183
113 C -21.41 -15.19 -2.69  -0.119
114 N -22.56 -15.18 -1.77  -0.277
115 C -22.93 -16.52 -1.16  0.035
116 C -23.77 -14.66 -2.47  -0.081
117 C -24.59 -13.73 -1.45  -0.127
118 C -23.79 -13.71 -0.22  -0.186
119 C -22.39 -14.16 -0.56  -0.038
120 H -19.45 -16.33 -4.56  0.087
121 H -20.34 -14.77 -5.02  0.075
122 H -20.68 -16.27 -5.88  0.076
123 H -21.29 -17.29 -3.49  0.095
124 H -22.49 -16.56 -4.18  0.094
125 H -21.22 -14.18 -3.06  0.129
126 H -20.55 -15.30 -2.03  0.143
127 H -22.05 -16.71 -0.53  0.112
128 H -22.90 -17.25 -1.97  0.095
129 H -23.82 -16.58 -0.54  0.116
130 H -24.31 -15.44 -3.02  0.130
131 H -23.44 -13.97 -3.24  0.131
132 H -25.64 -14.04 -1.37  0.115
133 H -24.73 -12.71 -1.80  0.122
134 H -24.13 -14.39 0.56  0.111
135 H -23.92 -12.81 0.38  0.136
136 H -21.93 -14.67 0.29  0.134
137 H -21.62 -13.51 -0.99  0.138
138 C -23.58 -26.16 1.74  -0.075
139 C -24.03 -25.05 2.76  -0.206
140 C -22.82 -24.10 3.09  -0.098
141 N -22.95 -23.13 4.32  -0.219
142 C -22.73 -23.91 5.68  0.077
143 C -24.33 -22.59 4.26  -0.150
144 C -24.30 -21.22 4.96  -0.136
145 C -22.82 -20.78 5.08  -0.139
146 C -22.13 -21.79 4.18  -0.072
147 H -22.94 -26.88 2.25  0.079
148 H -23.11 -25.81 0.82  0.080
149 H -24.50 -26.67 1.47  0.076
150 H -24.18 -25.54 3.72  0.098
151 H -24.90 -24.52 2.36  0.105
152 H -22.65 -23.49 2.21  0.133
153 H -21.92 -24.65 3.37  0.131
154 H -23.22 -24.89 5.72  0.105
155 H -22.79 -23.26 6.55  0.107
156 H -21.66 -24.14 5.64  0.101
157 H -25.08 -23.26 4.67  0.137
158 H -24.57 -22.53 3.19  0.124
159 H -24.74 -21.28 5.95  0.109
160 H -24.91 -20.41 4.57  0.114
161 H -22.53 -20.88 6.12  0.113
162 H -22.58 -19.76 4.80  0.126
163 H -21.16 -22.18 4.49  0.134
164 H -21.83 -21.36 3.22  0.146
165 N -10.13 -3.91 12.54  -0.269
166 S -11.16 -3.41 13.45  0.417
167 O -11.69 -2.09 13.18  -0.280
168 O -11.15 -3.75 14.90  -0.329
169 F -12.35 -4.50 13.08  -0.261
170 S -8.96 -3.18 13.36  0.532
171 O -8.43 -3.93 14.53  -0.318
172 O -8.86 -1.76 13.43  -0.249
173 F -7.87 -3.43 12.18  -0.225
174 N -16.74 -18.15 11.86  -0.311
175 S -16.99 -19.20 10.73  0.457
176 O -16.17 -20.38 10.48  -0.280
177 O -17.74 -18.64 9.59  -0.341
178 F -18.18 -20.00 11.42  -0.242
179 S -15.09 -18.36 12.00  0.542
180 O -14.35 -17.60 11.01  -0.292
181 O -14.52 -19.61 12.52  -0.298
182 F -14.80 -17.51 13.31  -0.217
183 N -7.72 -10.16 8.53  -0.306
184 S -6.36 -10.66 8.81  0.403
185 O -5.42 -10.65 7.74  -0.269
186 O -6.29 -11.55 9.95  -0.301
187 F -5.80 -9.21 9.39  -0.260
188 S -8.50 -11.58 8.09  0.632
189 O -9.69 -11.79 8.91  -0.339
190 O -7.78 -12.80 7.63  -0.291
191 F -9.27 -11.07 6.72  -0.242
192 N -17.67 -17.34 1.75  -0.273
193 S -16.71 -17.37 2.83  0.376
194 O -15.44 -16.67 2.56  -0.310
195 O -16.61 -18.49 3.79  -0.325
196 F -17.50 -16.34 3.80  -0.247
197 S -16.98 -18.74 1.03  0.614
198 O -17.79 -19.97 1.13  -0.334
199 O -15.51 -18.80 0.97  -0.278
200 F -17.29 -18.44 -0.52  -0.224
201 N -14.06 -6.18 6.21  -0.287
202 S -13.97 -5.86 4.76  0.402
203 O -13.39 -4.54 4.47  -0.321
204 O -15.01 -6.43 3.89  -0.307
205 F -12.70 -6.76 4.35  -0.214
206 S -15.48 -5.26 6.42  0.589
207 O -16.71 -6.04 6.60  -0.322
208 O -15.57 -3.99 5.83  -0.245
209 F -15.07 -5.03 8.03  -0.277
210 N -22.71 -6.14 1.17  -0.267
211 S -23.07 -6.20 -0.24  0.387
212 O -23.58 -7.49 -0.72  -0.330
213 O -22.53 -5.16 -1.15  -0.299
214 F -24.50 -5.54 0.06  -0.250
215 S -21.39 -7.18 1.00  0.569
216 O -20.57 -7.36 -0.17  -0.274
217 O -21.52 -8.39 1.80  -0.320
218 F -20.37 -6.18 1.79  -0.216
219 N -19.95 -11.58 16.45  -0.279
220 S -19.15 -10.51 17.20  0.388
221 O -19.52 -10.40 18.62  -0.289
222 O -18.46 -9.43 16.58  -0.285
223 F -17.99 -11.58 17.19  -0.239
224 S -21.34 -10.54 16.31  0.570
225 O -21.14 -9.25 15.67  -0.306
226 O -22.21 -10.74 17.42  -0.272
227 F -22.09 -11.27 15.03  -0.273